No. 1
Molecular formula: C3H3BrOS
Method: DFT, wB97M-V/def2-TZVPD

XYZ file:
```
9
Properties=species:S:1:pos:R:3:forces:R:3
C 0.711607 0.286824 -0.327347 -0.53 -2.25 -1.92
C -0.543528 -1.131317 -0.721615 -0.01 2.75 0.26
C 0.163010 0.825621 0.926497 0.22 -0.07 -1.16
O 1.610701 0.485921 -1.094467 -1.81 -0.25 1.80
S -2.160912 -0.945888 -0.409812 2.45 -0.83 -0.59
Br 0.411369 -2.366127 -1.758686 -0.50 -0.26 0.08
H 0.687237 1.688447 1.260224 0.83 0.18 1.03
H -0.780072 1.209044 0.610708 -1.10 0.23 -0.21
H -0.099412 -0.052526 1.514499 0.46 0.49 0.71
```
Positions in Å, forces in eV/Å.

E_HOMO in eV: -8.73
ΔE to the lowest compared entry with this formula, charge and spin in kcal/mol: 22.2
Orbital gap in eV: 7.83

No. 2
Molecular formula: C3H3Cl2F
Method: DFT, wB97M-V/def2-TZVPD

XYZ file:
```
9
Properties=species:S:1:pos:R:3:forces:R:3
C 0.171219 -0.466086 -1.083604 0.77 1.03 0.23
C -0.313630 0.565384 -0.072588 -0.27 -0.27 -1.20
C -0.004513 0.382627 1.179566 -0.22 0.06 0.91
H 1.304454 -0.500937 -1.095233 -1.30 0.10 -0.17
H -0.240799 -0.114519 -2.032188 0.24 -0.73 -0.26
H -0.971154 1.425009 -0.318435 0.63 -0.83 -0.11
F -0.254207 -1.755570 -0.766605 -0.22 0.49 -0.41
Cl 0.899045 -0.910902 1.773847 0.76 -0.74 0.23
Cl -0.590414 1.374995 2.415241 -0.40 0.90 0.78
```
Positions in Å, forces in eV/Å.

E_HOMO in eV: -9.84
ΔE to the lowest compared entry with this formula, charge and spin in kcal/mol: 8.8
Orbital gap in eV: 10.60
SMILES: FCC=C(Cl)Cl